Entry 1:
Molecular formula: H5N2OPS
Method: DFT, ωB97M-V/def2-TZVPD

Element x y z (Å)
N  0.22  -0.62  -1.37
N  0.68  1.33  0.68
O  -0.06  -1.13  0.98
P  -0.43  0.12  0.00
S  -2.38  0.57  -0.25
H  -0.46  -0.63  -2.10
H  0.44  -1.58  -1.13
H  1.03  2.14  0.09
H  1.37  0.79  1.26
H  -0.42  -0.97  1.85

The calculation puts the LUMO energy at 0.54 eV. The SMILES is NP(N)(O)=S. Its net charge is 0. Its HOMO energy is -0.3240 Eh. The calculation puts the frontier orbital gap at 0.3438 hartree. For the energy relative to the best compared isomer or geometry (same formula, charge and spin), the calculation gives 2.0 kcal per mole.


Entry 2:
Molecular formula: H5N3O
Method: DFT, ωB97M-V/def2-TZVPD

Element x y z (Å)
N  -1.69  0.25  -0.23
N  1.93  -0.03  -0.18
N  -0.73  -0.60  0.17
O  0.90  0.34  0.59
H  -2.21  0.92  0.47
H  -1.40  0.85  -1.08
H  2.54  -0.85  0.21
H  1.58  -0.10  -1.07
H  -0.91  -0.78  1.11

The calculation puts the LUMO energy (spin up / spin down) at 0.98 / 0.99 eV. Its net charge is 0. Its HOMO energy (spin up / spin down) is -0.3002 / -0.2796 Eh. The calculation puts the frontier orbital gap (spin up / spin down) at 0.3361 / 0.3158 hartree. For the energy relative to the best compared isomer or geometry (same formula, charge and spin), the calculation gives 68.9 kcal per mole.


Entry 3:
Molecular formula: H5N3OP
Method: DFT, ωB97M-V/def2-TZVPD

Element x y z (Å)
N  -0.30  -1.36  0.25
N  -0.93  0.95  -0.68
N  1.17  0.89  0.71
O  1.88  0.35  -0.46
P  -0.44  0.14  0.84
H  1.13  -0.25  -0.73
H  -0.23  -1.99  1.03
H  -0.47  1.93  -0.83
H  -1.89  0.99  -1.05
H  1.74  0.82  1.47

The calculation puts the LUMO energy at 4.92 eV. The SMILES is [NH-]P(N)NO. Its net charge is -1. Its HOMO energy is -0.0967 Eh. The calculation puts the frontier orbital gap at 0.2776 hartree. For the energy relative to the best compared isomer or geometry (same formula, charge and spin), the calculation gives 5.4 kcal per mole.


Entry 4:
Molecular formula: H5N4OP
Method: DFT, ωB97M-V/def2-TZVPD

Element x y z (Å)
N  -0.01  -1.35  -0.02
N  1.24  -1.22  0.15
N  3.60  -0.25  -0.21
N  -1.01  0.33  0.48
O  1.47  1.31  -0.22
P  2.14  0.00  -0.42
H  -0.43  -1.89  0.70
H  3.84  0.80  -0.23
H  -1.31  0.39  1.43
H  -0.32  1.03  0.30
H  -1.81  0.43  -0.20

The calculation puts the LUMO energy (spin up / spin down) at -0.39 / -1.71 eV. The multiplicity is 3. Its net charge is 0. Its HOMO energy (spin up / spin down) is -0.2613 / -0.3609 Eh. The calculation puts the frontier orbital gap (spin up / spin down) at 0.2470 / 0.2982 hartree. For the energy relative to the best compared isomer or geometry (same formula, charge and spin), the calculation gives 76.8 kcal per mole.


Entry 5:
Molecular formula: H5NO
Method: DFT, ωB97M-V/def2-TZVPD

Element x y z (Å)
N  -0.08  0.19  -1.32
H  0.23  0.60  -2.21
H  0.61  0.45  -0.61
H  -0.96  0.65  -1.07
O  -0.14  -0.29  1.77
H  0.14  -0.89  2.50
H  0.19  -0.72  0.95

The calculation puts the LUMO energy at 1.00 eV. The SMILES is N.O. Its net charge is 0. Its HOMO energy is -0.3809 Eh. The calculation puts the frontier orbital gap at 0.4176 hartree. For the energy relative to the best compared isomer or geometry (same formula, charge and spin), the calculation gives 4.3 kcal per mole.


Entry 6:
Molecular formula: H5NO
Method: DFT, ωB97M-V/def2-TZVPD

Element x y z (Å)
N  -0.78  0.69  0.45
H  -0.47  1.32  -0.31
H  -1.59  0.18  0.09
H  -0.03  0.01  0.59
O  1.19  -0.42  -0.36
H  0.59  -0.54  0.42
H  1.08  -1.24  -0.89

The calculation puts the LUMO energy at 0.81 eV. The SMILES is N.O. Its net charge is 0. Its HOMO energy is -0.3570 Eh. The calculation puts the frontier orbital gap at 0.3867 hartree. For the energy relative to the best compared isomer or geometry (same formula, charge and spin), the calculation gives 62.1 kcal per mole.


Entry 7:
Molecular formula: H5NOSi
Method: DFT, ωB97M-V/def2-TZVPD

Element x y z (Å)
N  -1.17  1.90  0.14
O  -1.42  0.66  -0.28
Si  0.93  -1.63  -0.17
H  -1.06  1.96  1.16
H  -0.42  2.36  -0.37
H  0.46  -2.19  1.09
H  2.15  -0.85  -0.13
H  0.53  -2.21  -1.43

The calculation puts the LUMO energy (spin up / spin down) at -0.26 / -0.14 eV. Its net charge is 0. Its HOMO energy (spin up / spin down) is -0.3526 / -0.2584 Eh. The calculation puts the frontier orbital gap (spin up / spin down) at 0.3430 / 0.2533 hartree. For the energy relative to the best compared isomer or geometry (same formula, charge and spin), the calculation gives 152.7 kcal per mole.


Entry 8:
Molecular formula: H5NS
Method: DFT, ωB97M-V/def2-TZVPD

Element x y z (Å)
S  -0.96  -0.41  -2.08
H  -0.29  -1.17  -1.27
N  0.27  0.39  0.93
H  0.39  -0.54  0.76
H  0.09  0.28  1.97
H  1.31  0.83  1.01
H  -0.81  0.62  -1.32

The calculation puts the LUMO energy at 0.85 eV. The SMILES is N.S. Its net charge is 0. Its HOMO energy is -0.3485 Eh. The calculation puts the frontier orbital gap at 0.3798 hartree. For the energy relative to the best compared isomer or geometry (same formula, charge and spin), the calculation gives 13.1 kcal per mole.